Density functional theory data (the ωB97M-V functional and the def2-TZVPD basis) for an isolated ion of composition C2H6BrN2O and charge +1 at a distorted geometry.

Last column: Mulliken charge in e.
Geometry (Å):
1 N -1.148 -0.628 -0.749  -0.232
2 C -0.216 0.634 -0.797  0.353
3 O -0.273 1.306 -1.767  -0.353
4 C 0.674 0.839 0.332  -0.422
5 N 1.105 -0.192 1.317  -0.359
6 Br 1.600 -1.886 0.764  -0.002
7 H -1.280 -1.009 -1.714  0.389
8 H -1.977 -0.280 -0.263  0.356
9 H -0.731 -1.560 -0.422  0.287
10 H 0.129 1.571 1.077  0.343
11 H 1.647 1.349 0.086  0.303
12 H 0.471 -0.144 2.135  0.336

For the gap between HOMO and LUMO, the calculation gives 9.19 eV. For the total energy, the calculation gives -2838.2331 hartree. For the relative energy (zero: lowest compared OMol25 entry of this formula, charge and spin), the calculation gives 44.6 kcal per mole. The largest force on an atom comes out at 4.70 eV/A. The HOMO energy comes out at -13.72 eV. As for the charge: +1.